[1]
Below is an isolated molecule of CH6NO2P in a non-equilibrium geometry, with properties calculated with the ωB97M-V functional and the def2-TZVPD basis.

```
! wB97M-V def2-TZVPD RIJCOSX def2/J DEFGRID3
* xyz 0 1
N 1.3301 0.1872 -0.4775
C 0.5039 0.1146 0.7070
P -1.1553 -0.2773 0.2608
O -2.2067 0.1863 1.1288
O -1.3309 0.4181 -1.2160
H 1.2694 -0.6231 -0.9858
H 2.2893 0.2850 -0.2016
H 0.7278 -0.2735 1.6871
H 0.2629 1.1195 0.9384
H -1.2310 -1.6154 -0.2084
H -0.4595 0.4785 -1.6328
*
```

As for the total energy: -16008.77899 eV. For the LUMO energy, the calculation gives 0.61 eV. The calculation puts the HOMO energy at -10.64 eV. The energy relative to the best compared isomer or geometry (same formula, charge and spin) comes out at 1.108 eV. As for the structure (SMILES): NC[P@@H](=O)O.

---

[2]
Below is the ion CH6NO4P2 with charge -1 in a non-equilibrium geometry, with properties calculated with the ωB97M-V functional and the def2-TZVPD basis.

```
! wB97M-V def2-TZVPD RIJCOSX def2/J DEFGRID3
* xyz -1 1
N 0.3445 1.7509 0.2713
C 0.5530 0.5255 -0.3154
P 1.1657 -0.6751 1.1548
O -0.3217 -0.6475 1.8598
O 1.2904 -2.1215 0.2953
P -1.0937 -0.0735 -0.9495
O -2.2829 0.1318 -0.0966
O -0.5886 -1.4431 -1.4168
H -0.0152 1.6615 1.2170
H 1.2566 2.2252 0.4085
H 1.3538 0.5508 -1.1956
H -1.1365 -0.6107 1.3909
H 0.7134 -1.9550 -0.4995
H -1.2388 0.6806 -2.1243
*
```

As for the total energy: -29396.16000 eV. For the LUMO energy, the calculation gives 4.16 eV. The calculation puts the HOMO energy at -4.22 eV. The energy relative to the best compared isomer or geometry (same formula, charge and spin) comes out at 0.000 eV. As for the structure (SMILES): N[C@@H](P(O)O)[P@H](=O)[O-].

---

[3]
Below is a structure of composition CH6NO4P2 in a non-equilibrium geometry, with properties calculated with the ωB97M-V functional and the def2-TZVPD basis.

```
! wB97M-V def2-TZVPD RIJCOSX def2/J DEFGRID3
* xyz -1 3
C -0.5268 -0.7420 -0.4110
N -0.6520 -2.0141 0.2576
O -0.6413 2.0031 -0.5168
O 2.0768 1.7454 -0.0889
O 2.9284 -0.6228 -0.0731
O -2.6684 0.8340 0.0988
P -0.9935 0.7987 0.5247
P 1.7924 0.3155 0.2483
H -0.4011 -0.9403 -1.4788
H 0.0273 -2.6695 -0.1791
H -0.3273 -1.8664 1.1362
H 0.3398 2.0798 -0.3423
H -2.4528 0.7611 -0.7914
H 1.4985 0.3172 1.6158
*
```

As for the total energy: -29391.66926 eV. For the LUMO energy (spin up / spin down), the calculation gives 3.90 / 2.59 eV. The calculation puts the HOMO energy (spin up / spin down) at -1.50 / -5.49 eV.

---

[4]
Below is a cluster of 2 separate species, CH6NOS in total in a non-equilibrium geometry, with properties calculated with the ωB97M-V functional and the def2-TZVPD basis.

```
! wB97M-V def2-TZVPD RIJCOSX def2/J DEFGRID3
* xyz -1 1
S 0.9270 1.1897 1.2160
H 1.7658 2.2195 1.4107
N -1.5273 0.0108 -0.8242
C -0.8955 -1.2642 -0.9311
O 0.5008 -1.2585 -0.6846
H -0.9882 0.6939 -1.3289
H -1.7211 0.3789 0.1056
H -1.0500 -1.6800 -1.9318
H -1.3777 -1.9635 -0.2367
H 0.7569 -0.4042 -0.2502
*
```

As for the total energy: -15508.22750 eV. For the LUMO energy, the calculation gives 4.30 eV. The calculation puts the HOMO energy at -3.02 eV. The energy relative to the best compared isomer or geometry (same formula, charge and spin) comes out at 0.269 eV.

---

[5]
Below is the ion CH6NOS with charge +1 in a non-equilibrium geometry, with properties calculated with the ωB97M-V functional and the def2-TZVPD basis.

```
! wB97M-V def2-TZVPD RIJCOSX def2/J DEFGRID3
* xyz 1 1
N 0.3336 -1.0051 -0.1478
C -0.4028 0.0814 0.7515
S -1.6544 1.0029 -0.2003
O -0.6907 1.8406 -1.1560
H -0.2641 -1.8684 -0.0995
H 1.3553 -1.4058 0.0277
H 0.4242 -0.3360 -1.0455
H 0.3860 0.6119 1.1079
H -0.8274 -0.3249 1.5911
H -0.7356 2.8797 -1.1791
*
```

As for the total energy: -15498.28342 eV. For the LUMO energy, the calculation gives -4.00 eV. The calculation puts the HOMO energy at -13.74 eV. The energy relative to the best compared isomer or geometry (same formula, charge and spin) comes out at 1.618 eV. As for the structure (SMILES): [NH3+]CSO.

---

[6]
Below is an isolated molecule of CH6NPS in a non-equilibrium geometry, with properties calculated with the ωB97M-V functional and the def2-TZVPD basis.

```
! wB97M-V def2-TZVPD RIJCOSX def2/J DEFGRID3
* xyz 0 1
C 0.7977 -0.7520 0.9600
P -0.3375 0.7069 0.8409
N 0.3797 1.1953 -0.6634
S -2.2616 -0.3496 -0.2420
H 0.7255 -1.3965 -0.0428
H 0.6587 -1.2881 1.9086
H 1.7714 -0.3633 1.0540
H -0.0617 2.0831 -0.9053
H 0.2007 0.5182 -1.3864
H -1.8730 -0.3540 -1.5236
*
```

As for the total energy: -22748.21858 eV. For the LUMO energy, the calculation gives 0.27 eV. The calculation puts the HOMO energy at -8.97 eV. The energy relative to the best compared isomer or geometry (same formula, charge and spin) comes out at 0.561 eV. As for the structure (SMILES): CP(N)S.

---

[7]
Below is an isolated molecule of CH6NPS in a non-equilibrium geometry, with properties calculated with the ωB97M-V functional and the def2-TZVPD basis.

```
! wB97M-V def2-TZVPD RIJCOSX def2/J DEFGRID3
* xyz 0 1
C 0.7012 0.8848 0.1662
P -0.3610 -0.4794 -0.4747
N 0.1900 -1.7254 0.2629
S -2.2312 0.1509 0.0602
H 0.7330 0.6224 1.1733
H 1.6928 0.8661 -0.2126
H 0.2671 1.7900 -0.0491
H -0.4898 -0.4673 -1.8209
H -0.5175 -2.3805 0.5694
H -1.8736 0.5620 1.3088
*
```

As for the total energy: -22747.78896 eV. For the LUMO energy, the calculation gives 0.80 eV. The calculation puts the HOMO energy at -8.90 eV. The energy relative to the best compared isomer or geometry (same formula, charge and spin) comes out at 0.990 eV. As for the structure (SMILES): C[P@@H](=N)S.

---

[8]
Below is a cluster of 2 separate species, CH6NS in total in a non-equilibrium geometry, with properties calculated with the ωB97M-V functional and the def2-TZVPD basis.

```
! wB97M-V def2-TZVPD RIJCOSX def2/J DEFGRID3
* xyz -1 1
S -0.6743 -1.6595 -3.2887
H -0.4682 -0.5668 -4.0532
C -0.0583 0.0103 1.4420
N 0.7645 0.8999 0.6667
H -0.4253 -0.8838 0.9253
H -0.9915 0.5256 1.7285
H 0.2813 -0.2656 2.4451
H 1.3918 0.4325 0.0198
H 0.1800 1.5074 0.1145
*
```

As for the total energy: -13460.16323 eV. For the LUMO energy, the calculation gives 3.94 eV. The calculation puts the HOMO energy at -2.44 eV. The energy relative to the best compared isomer or geometry (same formula, charge and spin) comes out at 0.344 eV.

---

[9]
Below is a cluster of 2 separate species, CH6O in total in a non-equilibrium geometry, with properties calculated with the ωB97M-V functional and the def2-TZVPD basis.

```
! wB97M-V def2-TZVPD RIJCOSX def2/J DEFGRID3
* xyz 0 1
C 1.2524 -0.0476 0.0799
H 1.8097 -0.8957 -0.3472
H 0.2830 -0.3340 0.3389
H 1.2379 0.7502 -0.6143
H 1.7715 0.3809 1.0115
O -2.0165 -0.0255 0.1998
H -2.6728 -0.5047 -0.3016
H -1.6653 0.6764 -0.3671
*
```

As for the total energy: -3181.55505 eV. For the LUMO energy, the calculation gives 0.92 eV. The calculation puts the HOMO energy at -11.60 eV. The energy relative to the best compared isomer or geometry (same formula, charge and spin) comes out at 0.120 eV. As for the structure (SMILES): C.O.

---

[10]
Below is a cluster of 2 separate species, CH6O2P2 in total in a non-equilibrium geometry, with properties calculated with the ωB97M-V functional and the def2-TZVPD basis.

```
! wB97M-V def2-TZVPD RIJCOSX def2/J DEFGRID3
* xyz 0 1
O -1.2094 -1.8643 -0.1752
P -0.7764 -0.5855 0.7248
P -2.0226 1.0086 -0.1535
H -0.9619 -1.9137 -1.1917
H -1.7564 -0.8851 1.5962
H -1.4043 2.0391 0.7150
H -1.2245 1.0457 -1.3365
C 2.3031 0.3110 -0.0134
O 1.4415 0.5979 -0.8094
H 2.7331 -0.7654 0.0275
H 2.8779 1.0115 0.6164
*
```

As for the total energy: -23804.70297 eV. For the LUMO energy, the calculation gives 0.57 eV. The calculation puts the HOMO energy at -8.21 eV. The energy relative to the best compared isomer or geometry (same formula, charge and spin) comes out at 0.935 eV. As for the structure (SMILES): O[PH]#[PH2].C=O.